DFT (wB97M-V/def2-TZVPD) results for a cluster of 2 separate species, C7H9NO2Si in total at a distorted geometry.

Structure (ORCA input):
```
! RIJCOSX wB97M-V def2-TZVPD def2/J DEFGRID3
* xyz 0 1
C 1.1327 2.0793 -0.5659
C 1.6967 0.8592 -0.2415
C -0.1696 2.3565 -0.1831
C 0.9603 -0.0862 0.4517
C -0.9001 1.4176 0.5204
C -0.3404 0.1866 0.8443
C -1.1528 -0.8423 1.5908
N 1.9718 -1.6685 -2.4118
O 2.6350 -2.3662 -1.6644
O 0.7730 -1.4468 -2.3191
Si -2.3385 -1.7092 0.3896
H 1.7044 2.8089 -1.1204
H 2.7088 0.6311 -0.5387
H -0.6242 3.2980 -0.4439
H 1.4000 -1.0460 0.6743
H -1.9134 1.6406 0.8250
H -0.4850 -1.5812 2.0394
H -1.6931 -0.3580 2.4084
H -2.6639 -3.1075 0.5996
H -2.7018 -1.0658 -0.8548
*
```

Summary:
**LUMO energy (alpha / beta)**: -0.2 / -2.5 eV
**Maximum force**: 0.0732 Eh/bohr
**Kohn-Sham gap (alpha / beta)**: 8.8 / 4.3 eV
**E**: -20861.8760 eV